# C5H7AlO3

A structure of composition C5H7AlO3 in a non-equilibrium geometry (ωB97M-V/def2-TZVPD, the Open Molecules 2025 dataset).

Values from the calculation:
Energy: -18012.258 eV
Highest occupied orbital energy (alpha / beta): -0.6819 / -0.6677 Eh
Orbital gap (alpha / beta): 0.301 / 0.247 Ha
Net charge: +2

Each line ends with the Mulliken charge.
Atoms and positions in Å:
C (0.9619, 0.4183, -3.9007)  -0.514
C (-1.1774, -3.9731, -4.1981)  -0.552
C (-0.0133, 0.2602, -4.7547)  0.405
C (-0.6497, -0.7336, -5.4052)  -0.463
H (-1.6014, -3.1412, -3.6253)  0.323
H (-1.6128, -1.0760, -5.0189)  0.352
H (0.9107, -0.4325, -2.9410)  0.395
H (-1.6618, -4.3677, -5.0958)  0.381
C (1.2505, -3.3323, -3.3773)  0.736
H (-1.3504, -4.7916, -3.4884)  0.307
O (2.2339, -2.8709, -4.0513)  -0.295
H (-0.2803, -0.9848, -6.4036)  0.394
O (0.7417, -2.6967, -2.4537)  -0.482
H (1.9388, 0.0372, -4.2278)  0.405
Al (1.7909, -3.9840, -5.4198)  0.739
O (0.4554, -4.0500, -4.2595)  -0.132

Forces on atoms 1 to 2 (eV/Å):
C 0.6038 -2.5329 2.5035
C 0.2203 -2.5172 2.2286

---

# C5H13NO

A cluster of 2 separate species, C5H13NO in total in a non-equilibrium geometry (ωB97M-V/def2-TZVPD, the Open Molecules 2025 dataset).

Values from the calculation:
Energy: -8932.194 eV
Highest occupied orbital energy: -0.3143 Eh
Orbital gap: 0.352 Ha
Relative energy (zero: lowest compared OMol25 entry of this formula, charge and spin): 41.90 kcal/mol
SMILES: C/C=C/NCC.O

Each line ends with the Mulliken charge.
Atoms and positions in Å:
O (-1.5324, -1.8089, 1.3027)  -0.719
C (1.9819, -0.4195, -0.4535)  -0.007
C (0.7115, -0.2060, -0.7209)  -0.270
H (-2.1955, 0.1423, -0.3600)  0.290
H (-0.9921, -2.2620, 1.9520)  0.286
H (-1.3407, 1.6950, -0.7948)  0.508
H (0.1749, -0.2794, -1.6698)  0.259
H (-2.5663, 0.8016, 1.7558)  0.245
H (3.8326, -0.4989, -1.6260)  0.338
H (0.3735, 0.9687, 0.8964)  0.238
H (-1.3593, 2.2088, 1.7036)  0.339
C (-1.3912, 0.8961, -0.0397)  -0.690
H (2.8751, -2.0514, -1.5745)  0.280
H (2.4663, -0.4577, 0.5206)  0.336
C (-2.1013, 1.5984, 1.1665)  -1.027
H (-1.0664, -1.0183, 0.9251)  0.549
N (-0.1224, 0.2752, 0.3484)  -0.407
H (-2.9452, 2.2088, 0.8320)  0.332
C (2.8437, -0.9617, -1.5974)  -1.168
H (2.3532, -0.8313, -2.5665)  0.291

Forces on atoms 1 to 2 (eV/Å):
O -0.7541 0.0273 -0.3933
C 1.3279 -1.5707 -2.1841

---

# C33H78N2O7

A cluster of 7 separate species, C33H78N2O7 in total in a non-equilibrium geometry (ωB97M-V/def2-TZVPD, the Open Molecules 2025 dataset).

Values from the calculation:
Energy: -52795.682 eV
Highest occupied orbital energy: -0.2862 Eh
Orbital gap: 0.306 Ha
Relative energy (zero: lowest compared OMol25 entry of this formula, charge and spin): 35.94 kcal/mol
SMILES: CC1(C)CCCC(C)(C)N1O.CC1(C)CCCC(C)(C)N1O.CC(C)O.CC(C)O.CC(C)O.CC(C)O.CC(C)O

Each line ends with the Mulliken charge.
Atoms and positions in Å:
H (4.1115, 2.3509, -4.9256)  0.291
C (-7.2275, 0.8848, -0.5140)  -1.575
H (-2.0574, 6.0148, -1.4881)  0.329
H (-0.9279, 0.3874, 3.8609)  -0.917
H (-2.3353, -1.0998, -1.6963)  -0.130
H (-2.7925, 5.3681, -2.8910)  0.392
H (0.9709, 2.7585, 0.0876)  -0.119
H (-1.0638, 5.7583, -2.9136)  0.313
H (7.5922, -7.2531, 0.7820)  0.354
H (-4.5126, -3.0193, 2.7957)  0.459
C (-0.4118, 0.4359, 4.8422)  2.029
H (5.4176, 0.1372, -4.3352)  0.244
C (-1.1718, -2.9289, -1.6038)  -1.543
H (-8.0645, 0.3200, -0.9424)  0.393
H (2.7094, -1.3632, -1.3023)  0.353
H (0.7500, -4.0586, -3.4979)  0.459
H (-5.7963, 1.3124, -2.7557)  0.321
C (-1.2958, -1.4272, -1.7195)  0.013
H (2.0313, -3.7687, 0.8633)  0.306
H (-0.4345, -5.1186, -0.2655)  0.454
H (-1.1892, -1.1001, 0.4367)  0.092
N (0.8449, -2.8349, -0.3292)  0.339
C (-5.5517, 0.3737, -2.2786)  -1.248
H (-7.3498, 1.9120, -0.8592)  0.317
C (6.3041, -5.6300, 1.4333)  0.452
H (-4.5366, 0.0018, -2.4695)  0.140
C (1.8511, -0.7078, -1.1618)  -2.184
H (-1.8370, 3.6987, 2.3715)  0.501
H (6.7246, -6.4929, -0.5133)  0.313
H (-3.8450, 0.5857, 4.0505)  0.479
H (-0.0821, 3.3899, 2.4225)  0.451
H (6.6663, -4.6679, 1.0416)  0.245
H (1.0303, -5.5008, -1.3024)  0.405
H (4.3877, -6.4179, 2.0671)  0.367
H (-1.8811, 5.9592, 0.8359)  0.384
C (0.9229, 4.2855, -1.4099)  -0.754
C (0.8212, -1.3872, -0.2298)  2.991
C (-0.8538, 5.5896, 0.8060)  -2.160
H (-0.4055, 5.8739, 1.7632)  0.427
C (1.1611, -0.9981, 1.2065)  -2.625
H (-2.0774, 2.8057, -3.7021)  0.439
C (-0.7370, 4.0938, 0.5366)  2.103
H (5.4922, 1.7744, -5.9728)  0.306
H (2.0958, -3.3600, -2.5930)  0.306
C (1.0227, -3.2833, -2.7837)  -1.766
H (-1.7910, -0.3059, 6.0236)  0.350
C (5.6112, 1.1395, -3.9205)  0.387
H (-3.1080, -0.9872, 4.3734)  0.219
N (-1.6901, 3.6261, -0.4620)  1.212
H (5.8952, -7.6247, 0.5794)  0.297
H (-0.6365, 0.2257, -0.4221)  -0.500
C (-5.8234, 0.3299, -0.8053)  0.922
H (-3.4456, 3.2278, -2.6481)  0.598
H (-1.7891, -3.2209, -0.7476)  0.348
H (1.0037, 0.0631, 1.3840)  0.013
C (5.1763, 2.1225, -4.9935)  -1.232
H (1.3994, 0.7304, 3.7156)  0.242
H (-4.2297, -2.5455, 1.1814)  0.326
H (0.8564, -2.2813, -3.1719)  0.315
H (-5.7842, -0.6239, -0.2766)  0.149
H (0.0408, 2.4866, -2.1315)  -0.024
C (-1.8673, 5.3288, -2.3104)  -1.877
H (-0.8011, -0.9263, -2.5574)  0.355
O (-3.2061, -0.0904, 1.6809)  -0.052
H (-0.3652, 6.1752, 0.0267)  0.349
O (-3.0286, 3.8585, -0.0202)  -0.599
C (0.6407, 3.7977, 0.0263)  -1.012
H (-4.8466, -0.8898, 4.5002)  0.484
H (-1.1501, 2.2387, 1.6231)  0.127
H (7.8626, -5.7600, 2.6774)  0.299
H (0.7731, 5.3565, -1.5189)  0.362
O (-0.8875, -0.5372, 5.7798)  -0.652
C (0.2511, -3.4957, -1.4728)  2.003
C (-3.9893, -0.4899, 3.9545)  -1.603
O (-4.9368, 1.3002, -0.1575)  -0.313
C (-3.9145, -2.3146, 2.2109)  -1.392
H (-2.8603, -2.5884, 2.2408)  0.219
C (-0.5994, 1.8646, 5.3583)  -1.328
C (6.6197, -6.8150, 0.5258)  -1.143
C (1.0655, 0.1388, 4.5655)  -1.386
H (-5.1748, -0.5628, 2.1479)  0.259
C (-1.5013, 3.8796, -1.8862)  1.956
H (-6.0903, -0.4339, -2.8043)  0.418
H (2.2278, -1.1850, 1.3868)  0.646
O (6.9055, -5.7305, 2.7407)  -0.551
H (-2.3257, 1.9067, -2.2336)  0.235
H (1.6666, 0.4625, 5.4163)  0.447
H (2.2364, 0.2132, -0.7247)  0.683
H (1.9287, 3.9358, -1.6215)  0.502
H (-2.4743, 0.1178, 2.2712)  -0.246
H (5.6626, 3.0894, -4.8205)  0.360
C (-0.0717, 3.5574, -2.3039)  -1.298
H (7.4392, 0.4583, -3.7555)  0.333
H (1.3707, 4.3128, 0.6715)  0.506
H (-0.2599, 2.5786, 4.6078)  0.232
H (-1.5468, 2.1022, 5.8471)  0.391
C (-0.6063, -0.8735, -0.4670)  -0.691
O (2.1280, -3.3481, 0.0014)  -0.376
H (-4.3482, 0.8274, 0.4668)  0.177
H (0.0340, 3.8282, -3.3528)  0.544
O (6.9951, 1.2987, -3.6272)  -0.569
H (-0.6112, -5.4968, -1.9166)  0.416
C (4.7744, 1.1274, -2.6542)  -0.901
H (0.0973, 1.9985, 6.2047)  0.400
C (4.7959, -5.5143, 1.6112)  -1.295
C (-2.4023, 2.9094, -2.6645)  -2.151
H (-1.5961, -3.4475, -2.4747)  0.484
H (4.5682, -4.6812, 2.2807)  0.325
H (5.3248, 0.5295, -1.9251)  0.324
C (0.0700, -4.9876, -1.2295)  -2.168
H (1.0825, -0.9382, 4.4145)  0.327
H (4.7378, 2.1158, -2.1818)  0.300
H (-7.3485, 0.8913, 0.5716)  0.333
C (-4.1749, -0.8493, 2.4772)  0.918
H (0.6470, -1.6547, 1.9122)  0.541
H (3.7713, 0.7587, -2.8456)  0.170
H (4.3416, -5.3739, 0.6313)  0.341
H (1.3643, -0.4527, -2.1015)  0.330
H (-3.5611, 3.1628, -0.4427)  0.285
C (-0.9913, 3.3005, 1.8140)  -2.148

Forces on atoms 1 to 2 (eV/Å):
H -0.0782 -0.4008 -0.3159
C -0.3135 -0.1893 0.3798

---

# C4H8NO

A cluster of 2 separate species, C4H8NO in total in a non-equilibrium geometry (ωB97M-V/def2-TZVPD, the Open Molecules 2025 dataset).

Values from the calculation:
Energy: -7799.609 eV
Highest occupied orbital energy (alpha / beta): -0.4497 / -0.6140 Eh
Spin multiplicity: 3
Orbital gap (alpha / beta): 0.332 / 0.271 Ha
Net charge: +1
Relative energy (zero: lowest compared OMol25 entry of this formula, charge and spin): 94.74 kcal/mol

Each line ends with the Mulliken charge.
Atoms and positions in Å:
H (-0.5962, -0.9668, 1.9508)  0.224
H (-1.2948, 2.8906, 0.4849)  0.398
H (-0.1515, -1.7319, -2.0795)  0.344
H (-0.4636, 0.2261, -2.0050)  0.260
C (0.1761, -0.7089, -1.9876)  -0.837
H (1.1465, -0.6385, -2.3179)  0.370
H (0.6368, -1.8280, 1.0295)  0.353
C (0.7865, 0.4405, 1.2152)  -0.239
H (-1.3710, 1.0169, 1.6202)  0.370
C (-0.5020, 1.1141, 0.9669)  0.171
N (-0.1100, -0.1038, 0.1995)  0.008
H (1.6700, 0.9616, 1.1745)  0.380
O (-0.5043, 2.3301, 0.2684)  -0.437
C (0.2548, -0.9419, 1.3060)  -0.365

Forces on atoms 1 to 2 (eV/Å):
H -0.2486 -0.9101 0.9262
H 0.8526 -0.8820 -0.0693

---

What did the fourth record say?
# C4H8NO

A cluster of 2 separate species, C4H8NO in total in a non-equilibrium geometry (ωB97M-V/def2-TZVPD, the Open Molecules 2025 dataset).

Values from the calculation:
Energy: -7799.609 eV
Highest occupied orbital energy (alpha / beta): -0.4497 / -0.6140 Eh
Spin multiplicity: 3
Orbital gap (alpha / beta): 0.332 / 0.271 Ha
Net charge: +1
Relative energy (zero: lowest compared OMol25 entry of this formula, charge and spin): 94.74 kcal/mol

Each line ends with the Mulliken charge.
Atoms and positions in Å:
H (-0.5962, -0.9668, 1.9508)  0.224
H (-1.2948, 2.8906, 0.4849)  0.398
H (-0.1515, -1.7319, -2.0795)  0.344
H (-0.4636, 0.2261, -2.0050)  0.260
C (0.1761, -0.7089, -1.9876)  -0.837
H (1.1465, -0.6385, -2.3179)  0.370
H (0.6368, -1.8280, 1.0295)  0.353
C (0.7865, 0.4405, 1.2152)  -0.239
H (-1.3710, 1.0169, 1.6202)  0.370
C (-0.5020, 1.1141, 0.9669)  0.171
N (-0.1100, -0.1038, 0.1995)  0.008
H (1.6700, 0.9616, 1.1745)  0.380
O (-0.5043, 2.3301, 0.2684)  -0.437
C (0.2548, -0.9419, 1.3060)  -0.365

Forces on atoms 1 to 2 (eV/Å):
H -0.2486 -0.9101 0.9262
H 0.8526 -0.8820 -0.0693

---

> What is the formula in the third record?

C33H78N2O7

---

Repeat the fourth record exactly.
# C4H8NO

A cluster of 2 separate species, C4H8NO in total in a non-equilibrium geometry (ωB97M-V/def2-TZVPD, the Open Molecules 2025 dataset).

Values from the calculation:
Energy: -7799.609 eV
Highest occupied orbital energy (alpha / beta): -0.4497 / -0.6140 Eh
Spin multiplicity: 3
Orbital gap (alpha / beta): 0.332 / 0.271 Ha
Net charge: +1
Relative energy (zero: lowest compared OMol25 entry of this formula, charge and spin): 94.74 kcal/mol

Each line ends with the Mulliken charge.
Atoms and positions in Å:
H (-0.5962, -0.9668, 1.9508)  0.224
H (-1.2948, 2.8906, 0.4849)  0.398
H (-0.1515, -1.7319, -2.0795)  0.344
H (-0.4636, 0.2261, -2.0050)  0.260
C (0.1761, -0.7089, -1.9876)  -0.837
H (1.1465, -0.6385, -2.3179)  0.370
H (0.6368, -1.8280, 1.0295)  0.353
C (0.7865, 0.4405, 1.2152)  -0.239
H (-1.3710, 1.0169, 1.6202)  0.370
C (-0.5020, 1.1141, 0.9669)  0.171
N (-0.1100, -0.1038, 0.1995)  0.008
H (1.6700, 0.9616, 1.1745)  0.380
O (-0.5043, 2.3301, 0.2684)  -0.437
C (0.2548, -0.9419, 1.3060)  -0.365

Forces on atoms 1 to 2 (eV/Å):
H -0.2486 -0.9101 0.9262
H 0.8526 -0.8820 -0.0693